Record 1
A structure of composition C39H36HgN14O4 in a non-equilibrium geometry. Source: OMol25; level of theory: wB97M-V/def2-TZVPD.

Last column: Löwdin charge in e.
Geometry (Å):
Hg 12.0571 12.8679 15.7036  0.94
O 14.8366 16.1218 12.2089  -0.09
C 13.8228 16.2954 11.4810  -0.45
C 13.7620 17.4489 10.6583  -0.09
C 12.8171 17.8450 9.7819  -0.11
C 11.7882 16.9007 9.5993  -0.13
C 11.7097 15.7109 10.3673  -0.06
C 12.6432 15.4472 11.3597  -0.05
C 12.4551 14.2206 12.3675  -0.45
O 11.4454 13.5687 12.2503  -0.01
N 13.5335 14.1166 13.1046  0.06
N 13.6997 13.2688 14.1756  -0.07
C 14.8935 12.9077 14.4280  -0.11
C 15.4135 12.0373 15.4204  -0.14
C 16.8119 11.9641 15.4976  -0.07
C 17.4821 11.1470 16.4200  -0.13
C 16.7502 10.2737 17.2331  -0.07
C 15.2914 10.2877 17.1719  -0.02
C 14.5740 11.1068 16.2786  -0.39
O 13.2939 11.0796 16.3752  -0.29
H 14.2657 14.7947 12.9135  0.07
H 14.6159 18.1189 10.8397  0.11
H 12.9402 18.6958 9.1028  0.11
H 11.0523 16.9753 8.7603  0.09
H 11.0025 14.9438 10.0992  0.08
H 15.7310 13.2615 13.8039  0.14
H 17.3256 12.5957 14.7895  0.10
H 18.5833 11.2155 16.3745  0.10
H 17.3282 9.7044 17.9619  0.09
H 14.8492 9.5902 17.8665  0.09
C 8.9341 12.3744 10.9024  -0.04
N 8.0072 12.4464 12.1103  -0.09
C 8.3224 12.8525 13.3691  -0.18
N 7.3436 12.6328 14.1859  0.07
C 6.4468 12.0167 13.3783  -0.27
N 6.7735 11.8655 12.1479  0.10
C 8.3501 13.1489 9.7524  -0.18
C 7.7090 12.4963 8.6787  -0.02
C 7.1298 13.2270 7.6143  -0.08
C 7.3155 14.5846 7.5195  -0.04
C 7.9888 15.2956 8.5588  -0.08
C 8.4170 14.5550 9.7136  0.04
C 8.1447 16.7887 8.4599  -0.29
N 7.6002 17.5224 7.5490  0.11
N 8.0996 18.7731 7.7775  0.10
C 8.9841 18.6616 8.7561  -0.30
O 9.0807 17.4250 9.1767  0.09
C 9.6639 19.7311 9.5333  -0.11
C 9.8383 21.0078 8.9538  -0.04
C 10.4414 22.0222 9.6235  -0.08
C 10.8864 21.7381 10.9109  -0.05
C 10.6511 20.5502 11.5448  -0.21
C 11.0549 20.3861 13.0072  -0.09
N 12.3997 19.8914 13.1240  -0.15
C 12.8527 18.6483 13.3588  -0.15
N 14.1561 18.6768 13.4330  0.09
C 14.4820 20.0002 13.2710  -0.20
N 13.4069 20.7176 13.1044  0.07
C 10.0442 19.5062 10.8560  0.03
H 9.0789 11.3360 10.6857  0.12
H 9.8343 12.7522 11.3054  0.06
H 9.2642 13.3236 13.5614  0.09
H 5.5227 11.6377 13.8179  0.10
H 7.6191 11.4399 8.5925  0.10
H 6.4946 12.7366 6.8529  0.11
H 6.8629 15.2465 6.8151  0.10
H 8.9630 15.0505 10.5039  0.11
H 9.4059 21.2153 7.9872  0.11
H 10.6165 22.9872 9.1180  0.12
H 11.3880 22.5195 11.5711  0.13
H 10.3202 19.7037 13.4975  0.14
H 11.0464 21.3708 13.5529  0.14
H 12.1538 17.7924 13.4344  0.15
H 15.4537 20.5071 13.3714  0.11
H 9.8037 18.5425 11.2612  0.12
C 8.8500 11.0434 17.2897  -0.09
C 9.9652 10.1296 17.7799  -0.43
C 9.6057 9.1799 18.9133  -0.08
C 10.5661 9.3872 16.6029  -0.16
N 9.7101 8.5167 15.8018  -0.12
C 9.1627 8.7794 14.6143  -0.16
N 8.5117 7.7139 14.2006  0.01
N 8.6858 6.7907 15.1657  -0.06
N 9.3734 7.2707 16.1858  0.06
H 8.4938 11.8499 17.9749  0.09
H 7.9578 10.4851 16.9770  0.08
H 9.1989 11.6663 16.4574  0.03
H 10.8741 10.7290 18.0424  0.13
H 8.6404 8.6780 18.7765  0.07
H 9.5071 9.7661 19.8671  0.09
H 10.3802 8.3820 18.9856  0.08
H 11.3533 8.6791 16.9187  0.13
H 11.0714 10.0796 15.9554  0.07
H 9.4430 9.6959 14.1622  0.12

Charge = -1
ΔE to the lowest compared entry with this formula, charge and spin = 16.9 kcal per mole
Gap between HOMO and LUMO (alpha / beta) = 0.2309 / 0.1551 Ha
Spin multiplicity = 2
LUMO energy (alpha / beta) = 1.913 / -0.149 eV
HOMO level (alpha / beta) = -0.1606 / -0.1606 Ha
F_max = 5.79 eV Å⁻¹


Record 2
A structure of composition C39H37Cl2N2O2S2Se2SiY in a non-equilibrium geometry. Source: OMol25; level of theory: wB97M-V/def2-TZVPD.

Last column: Löwdin charge in e.
Geometry (Å):
Y -0.5418 -0.3333 0.2375  1.28
O -1.5632 -5.8470 -3.0978  -0.09
C -1.7327 -5.3028 -1.7984  -0.24
C -1.3137 -3.7900 -1.7188  -0.55
C -1.2973 -3.4878 -0.2004  -0.23
O -0.2231 -2.6110 0.2634  -0.31
C -2.3308 -2.8788 -2.4198  -0.55
Se -2.3097 -0.9454 -2.0279  0.47
C 0.0823 -3.5757 -2.3434  -0.65
Se 1.6410 -4.4730 -1.5342  0.34
H -0.5984 -5.8951 -3.2163  0.07
H -1.1465 -5.8985 -1.1033  0.09
H -2.8317 -5.3952 -1.5927  0.13
H -1.1868 -4.4009 0.3577  0.10
H -2.2140 -2.9526 0.0872  0.10
H 0.6648 -3.0630 0.0382  0.00
H -3.3351 -3.2258 -2.1859  0.05
H -2.1633 -2.9245 -3.4901  0.05
H 0.2106 -2.4895 -2.2990  0.00
H 0.0297 -3.8529 -3.3917  0.04
S -4.0243 -3.7879 5.8614  0.99
C -4.4466 -5.3964 5.5132  -0.50
C -3.7949 -5.8630 4.4129  -0.23
C -3.0033 -4.8707 3.7746  -0.15
C -3.0106 -3.6451 4.4340  -0.46
C -2.4096 -2.3610 4.1405  -0.25
C -1.8186 -2.1001 2.9076  -0.10
N -1.3792 -0.8959 2.4828  -0.03
C -1.4734 0.2005 3.3815  -0.18
C -2.1530 0.0125 4.6775  -0.17
C -2.3559 1.2210 5.4581  -0.05
C -1.9027 2.4104 5.0586  -0.05
C -1.1772 2.5840 3.7985  -0.18
C -0.7135 3.7894 3.3748  -0.02
C -0.0717 3.9049 2.0622  -0.25
C 0.0400 2.7543 1.3357  -0.22
N -0.4323 1.5526 1.6966  -0.08
C -0.9767 1.4044 2.9809  -0.21
C 0.3491 5.1797 1.5068  -0.49
C 0.4383 5.5589 0.1822  -0.16
C 0.8644 6.8917 -0.0097  -0.22
C 1.1774 7.5239 1.1726  -0.47
S 0.8496 6.5022 2.5002  0.99
C -2.5762 -1.2286 5.0091  -0.05
H -5.0884 -5.9588 6.1931  0.05
H -3.9587 -6.8478 4.0300  0.08
H -2.3703 -5.0307 2.8867  0.10
H -1.7699 -2.8836 2.1894  0.07
H -2.8915 1.0713 6.3968  0.10
H -2.0041 3.3428 5.6510  0.11
H -0.9811 4.6735 3.9212  0.08
H 0.4903 2.8014 0.3643  0.07
H 0.0650 4.9048 -0.6044  0.09
H 1.0460 7.3445 -0.9594  0.08
H 1.5053 8.5599 1.3651  0.05
H -3.0120 -1.3059 5.9583  0.06
C 1.7600 -0.0609 -0.3246  -0.40
H 2.1162 -0.9334 0.2089  -0.02
H 2.1404 0.8553 0.1457  -0.02
Cl -2.9954 3.9805 -3.1632  0.48
C -2.7688 2.3823 -2.4344  -1.06
Cl -2.0388 2.5485 -0.8403  0.60
H -2.1041 1.8189 -3.0863  -0.02
H -3.7619 1.9226 -2.3799  0.02
C 1.1657 4.3490 -3.8046  -0.10
C 1.9567 4.2369 -2.6695  -0.11
C 2.2859 2.9922 -2.1284  -0.10
C 1.9032 1.7939 -2.7595  -0.25
C 1.1159 1.9331 -3.9116  -0.12
C 0.7399 3.1700 -4.4230  -0.10
Si 2.2592 0.0530 -2.0424  0.57
C 4.1393 -0.2722 -2.3733  -0.24
C 4.5197 -1.3288 -3.2369  -0.11
C 5.8137 -1.5556 -3.5944  -0.11
C 6.8312 -0.8601 -2.9463  -0.12
C 6.4999 0.1301 -2.0300  -0.11
C 5.1619 0.4801 -1.8217  -0.11
H 0.9502 5.3401 -4.1708  0.09
H 2.2555 5.1371 -2.1440  0.09
H 2.8979 2.9946 -1.2277  0.10
H 0.7675 1.0780 -4.4357  0.08
H 0.1454 3.2354 -5.3145  0.09
H 1.5460 -0.7795 -3.0449  0.01
H 3.7333 -1.9441 -3.6221  0.08
H 6.0320 -2.3095 -4.3235  0.09
H 7.8775 -1.0881 -3.1045  0.09
H 7.2616 0.6947 -1.4808  0.09
H 4.9235 1.3352 -1.1848  0.10

Charge = -2
ΔE to the lowest compared entry with this formula, charge and spin = 0.0 kcal per mole
Gap between HOMO and LUMO (alpha / beta) = 0.1475 / 0.1476 Ha
LUMO energy (alpha / beta) = 3.774 / 3.775 eV
HOMO level (alpha / beta) = -0.0088 / -0.0089 Ha
F_max = 1.71 eV Å⁻¹